# 1
{
  "formula": "C7H7N3O",
  "method": "ωB97M-V with the def2-TZVPD basis set",
  "elements": ["C", "C", "C", "C", "C", "C", "C", "H", "H", "H", "H", "H", "H", "H", "N", "N", "N", "O"],
  "xyz": [[-0.0267, -1.3984, 1.6258], [0.5104, -1.2965, 0.2253], [1.4495, -1.5687, -1.5975], [1.4209, -0.1976, -1.4538], [0.3215, 1.1971, 0.2520], [-0.8249, 1.9053, -0.4178], [-1.6866, 2.5309, -0.9120], [-2.8431, -0.1884, 1.4126], [0.5861, -1.9703, 2.4478], [1.6236, -2.3443, -2.4815], [2.0155, 0.7472, -1.8336], [1.2329, 1.7656, 0.3668], [-0.0809, 1.0088, 1.2575], [-2.3563, 3.2039, -1.4183], [-1.0605, -0.8418, 2.2341], [0.8511, -2.2881, -0.5867], [0.8215, -0.0601, -0.2992], [-1.9540, -0.2045, 1.1786]],
  "atomic_forces_ev_per_a": [[-0.91, 0.33, 2.69], [-1.12, 0.09, 0.89], [0.29, -4.06, -3.90], [2.63, 0.76, -2.16], [-0.64, 0.17, 0.78], [3.50, -2.12, 1.02], [-2.00, 1.99, -1.48], [-2.25, -0.31, 1.73], [-0.94, 1.11, -1.88], [0.46, 2.66, 1.55], [-1.60, -2.46, 0.11], [-0.19, 1.01, -0.10], [0.58, -0.04, -0.31], [0.10, -0.47, 0.31], [-0.12, -0.92, -3.31], [0.38, 2.62, 0.82], [-2.88, 0.27, 3.48], [4.70, -0.63, -0.22]],
  "lowdin_charge": [-0.06, -0.30, -0.17, -0.09, -0.13, -0.10, 0.10, 0.04, 0.15, 0.14, 0.17, 0.13, 0.10, 0.04, 0.06, 0.11, -0.09, -0.09],
  "e_lumo_ev": 0.6,
  "homo_lumo_gap_ev": 9.46,
  "smiles": "C#CCn1ccnc1/C=N\\O"
}

# 2
{
  "formula": "C42H46AuN8OPSTe",
  "method": "ωB97M-V with the def2-TZVPD basis set",
  "elements": ["Au", "N", "C", "S", "N", "N", "C", "C", "C", "C", "C", "C", "C", "C", "C", "C", "C", "C", "N", "H", "H", "H", "H", "H", "H", "H", "H", "H", "H", "H", "C", "C", "C", "C", "C", "C", "Te", "N", "C", "O", "C", "C", "C", "C", "C", "C", "C", "C", "C", "C", "C", "C", "C", "C", "C", "C", "H", "H", "H", "H", "H", "H", "H", "H", "H", "H", "H", "H", "H", "H", "H", "H", "H", "H", "H", "H", "H", "H", "H", "C", "N", "C", "N", "C", "N", "C", "P", "C", "C", "H", "H", "H", "H", "H", "H", "H", "H", "H", "H", "H", "H"],
  "xyz": [[0.0122, -0.4638, -0.0375], [-3.0063, 2.7495, 0.2666], [-2.3115, 1.5987, 0.3036], [-0.6298, 1.7976, -0.2677], [-2.9612, 0.5446, 0.7419], [-2.2246, -0.5908, 0.6888], [-2.6587, -1.7337, 1.0280], [-4.0291, -2.0200, 1.5413], [-5.1498, -1.5529, 0.8574], [-6.4219, -1.8328, 1.3330], [-6.5873, -2.5701, 2.4980], [-5.4754, -3.0205, 3.1958], [-4.2021, -2.7483, 2.7168], [-1.6780, -2.8618, 0.7935], [-2.1213, -4.1744, 0.7836], [-1.2445, -5.2010, 0.4790], [0.0719, -4.9081, 0.1747], [0.4604, -3.5857, 0.1967], [-0.3772, -2.5944, 0.5214], [-2.5838, 3.6020, -0.0534], [-3.9652, 2.7439, 0.5727], [-5.0163, -0.9932, -0.0577], [-7.2885, -1.4694, 0.7944], [-7.5816, -2.7976, 2.8596], [-5.5978, -3.5812, 4.1141], [-3.3355, -3.0917, 3.2718], [-3.1660, -4.3782, 0.9666], [-1.5957, -6.2249, 0.4653], [0.7824, -5.6793, -0.0885], [1.4736, -3.2962, -0.0502], [1.9977, 7.2266, -4.9636], [1.5521, 5.8233, -4.6425], [2.3426, 4.7295, -4.9585], [1.9690, 3.4283, -4.6363], [2.8965, 2.3079, -5.0616], [0.7434, 3.2204, -3.9725], [0.3675, 1.1162, -3.4548], [-0.2467, -0.6777, -2.0462], [-1.1061, -1.6469, -2.5082], [-1.8608, -2.3275, -1.8169], [-1.0816, -1.8875, -3.9988], [0.1114, -1.9587, -4.7117], [0.0962, -2.2365, -6.0737], [-1.1110, -2.4221, -6.7285], [-2.3058, -2.3509, -6.0175], [-2.2906, -2.1033, -4.6541], [-1.6024, 1.1732, -4.2069], [-2.6526, 0.8854, -3.3390], [-3.9611, 0.9018, -3.7943], [-4.2159, 1.1966, -5.1274], [-3.1635, 1.4647, -5.9877], [-1.8361, 1.4568, -5.5551], [-0.7361, 1.7175, -6.5560], [-0.0608, 4.3177, -3.6143], [-1.3275, 4.2132, -2.7959], [0.3515, 5.5949, -3.9860], [2.8456, 7.2274, -5.6475], [2.2999, 7.7484, -4.0534], [1.1893, 7.8024, -5.4164], [3.2865, 4.8881, -5.4712], [3.7907, 2.7167, -5.5290], [2.4158, 1.6418, -5.7809], [3.2172, 1.6944, -4.2187], [1.0536, -1.8378, -4.1938], [1.0288, -2.3093, -6.6197], [-1.1244, -2.6422, -7.7885], [-3.2519, -2.4883, -6.5273], [-3.2102, -2.0661, -4.0849], [-2.4476, 0.6232, -2.3084], [-4.7733, 0.6803, -3.1123], [-5.2328, 1.2011, -5.5011], [-3.3658, 1.6768, -7.0322], [-1.0589, 1.4255, -7.5555], [0.1633, 1.1466, -6.3163], [-0.4621, 2.7749, -6.5796], [-1.8989, 3.3149, -3.0213], [-1.9664, 5.0799, -2.9693], [-1.0724, 4.1899, -1.7327], [-0.2849, 6.4397, -3.7365], [0.4400, 0.5623, 5.1818], [0.1479, -0.8207, 4.7971], [1.3692, -1.6165, 4.9192], [2.4852, -1.0855, 4.1336], [2.7232, 0.3074, 4.5271], [1.5336, 1.1534, 4.4078], [1.1624, 1.3769, 3.0128], [0.7710, -0.2322, 2.1897], [-0.4168, -0.8956, 3.4512], [2.2577, -1.2154, 2.6983], [0.7202, 0.5750, 6.2342], [-0.4584, 1.1652, 5.0501], [1.1640, -2.6423, 4.6117], [1.6680, -1.6219, 5.9671], [3.5193, 0.7212, 3.9079], [3.0463, 0.3147, 5.5671], [1.9772, 1.8701, 2.4826], [0.2870, 2.0234, 2.9479], [-0.6454, -1.9333, 3.2108], [-1.3439, -0.3236, 3.4034], [3.1338, -0.8727, 2.1483], [2.0871, -2.2612, 2.4412]],
  "atomic_forces_ev_per_a": [[-0.07, 0.06, -0.03], [0.15, 0.09, -0.01], [-0.24, -0.18, 0.14], [0.14, -0.30, 0.18], [0.27, 0.09, -0.09], [-0.07, 0.15, -0.09], [-0.08, -0.43, 0.07], [0.15, -0.02, -0.02], [0.05, -0.09, -0.06], [0.01, 0.03, 0.00], [0.02, 0.00, -0.02], [0.03, 0.02, 0.01], [0.02, 0.05, 0.06], [-0.02, 0.22, 0.06], [-0.03, -0.08, 0.04], [-0.10, -0.07, 0.01], [0.05, -0.06, 0.02], [-0.08, 0.20, 0.14], [-0.09, 0.15, -0.46], [-0.05, 0.01, -0.01], [0.01, -0.02, 0.00], [-0.01, 0.03, 0.01], [0.04, -0.04, 0.00], [0.01, 0.03, 0.01], [0.00, 0.01, -0.04], [-0.01, -0.03, -0.03], [0.03, -0.01, 0.05], [0.00, 0.03, -0.03], [-0.01, 0.04, 0.01], [-0.01, 0.02, -0.02], [-0.05, -0.08, -0.01], [0.03, 0.15, -0.02], [0.07, -0.07, -0.03], [-0.09, 0.01, -0.03], [-0.14, 0.06, 0.11], [0.08, -0.11, 0.34], [0.09, 0.46, -0.56], [-0.49, -0.66, 0.11], [0.53, 0.43, 0.13], [-0.11, 0.13, 0.02], [0.13, -0.06, 0.10], [-0.06, -0.07, 0.01], [0.02, 0.06, 0.00], [-0.07, 0.00, 0.01], [0.00, 0.05, 0.05], [0.03, -0.03, -0.08], [-0.11, -0.13, 0.02], [-0.09, 0.06, -0.03], [0.05, 0.04, 0.00], [0.02, 0.00, 0.02], [0.00, 0.00, -0.02], [0.08, -0.04, -0.04], [-0.11, 0.02, 0.12], [0.04, -0.04, -0.02], [0.09, -0.09, -0.12], [-0.09, -0.05, 0.03], [-0.02, 0.00, 0.01], [0.00, 0.00, -0.01], [0.01, -0.02, 0.00], [-0.05, 0.00, 0.00], [-0.02, 0.01, 0.00], [0.01, 0.00, -0.02], [0.03, -0.01, 0.03], [0.03, 0.02, 0.03], [-0.02, -0.02, 0.01], [0.00, 0.04, 0.01], [0.04, -0.03, 0.01], [0.01, -0.01, -0.01], [-0.01, 0.05, 0.00], [0.03, -0.01, -0.02], [0.04, 0.02, 0.01], [0.01, -0.03, 0.04], [0.00, 0.02, 0.04], [-0.01, -0.03, -0.02], [0.00, -0.02, 0.02], [0.01, 0.05, 0.02], [0.04, -0.02, -0.01], [0.02, 0.02, -0.02], [0.05, -0.04, 0.01], [0.06, -0.10, -0.23], [-0.05, 0.02, 0.04], [-0.02, 0.15, -0.13], [0.06, -0.02, 0.04], [-0.19, -0.08, -0.15], [0.01, 0.05, -0.02], [0.02, -0.12, -0.07], [-0.20, -0.10, 0.30], [0.21, 0.11, 0.05], [-0.12, 0.17, 0.01], [0.02, -0.01, 0.04], [-0.02, 0.03, 0.03], [0.00, -0.03, -0.02], [0.01, 0.00, 0.03], [0.04, 0.02, 0.02], [0.00, 0.00, 0.04], [0.03, 0.04, -0.03], [-0.03, 0.05, 0.01], [-0.04, -0.06, -0.04], [-0.07, 0.02, -0.01], [0.06, 0.02, -0.04], [0.01, -0.08, -0.01]],
  "lowdin_spin": [0.00, 0.00, 0.01, 0.04, 0.01, 0.00, 0.00, 0.00, 0.00, 0.00, 0.00, 0.00, 0.00, 0.00, 0.00, 0.00, 0.00, 0.00, 0.00, 0.00, 0.00, 0.00, 0.00, 0.00, 0.00, 0.00, 0.00, 0.00, 0.00, 0.00, 0.00, 0.02, 0.00, 0.03, 0.01, 0.09, 0.48, 0.16, 0.01, 0.02, 0.00, 0.01, 0.00, 0.00, 0.00, 0.00, 0.02, 0.01, 0.00, 0.00, 0.00, 0.01, 0.01, 0.02, 0.00, 0.00, 0.00, 0.00, 0.00, 0.00, 0.00, 0.00, 0.00, 0.00, 0.00, 0.00, 0.00, 0.00, 0.00, 0.00, 0.00, 0.00, 0.00, 0.01, 0.00, 0.00, 0.00, 0.00, 0.00, 0.00, 0.00, 0.00, 0.00, 0.00, 0.00, 0.00, 0.00, 0.00, 0.00, 0.00, 0.00, 0.00, 0.00, 0.00, 0.00, 0.00, 0.00, 0.00, 0.00, 0.00, 0.00],
  "s2": 0.757,
  "spin_multiplicity": 2,
  "e_lumo_ev": [-3.9, -4.0],
  "homo_lumo_gap_ev": [5.81, 6.30],
  "total_charge": 1
}

# 3
{
  "formula": "C6H13N4O",
  "method": "ωB97M-V with the def2-TZVPD basis set",
  "elements": ["C", "C", "C", "C", "C", "C", "N", "N", "N", "N", "O", "H", "H", "H", "H", "H", "H", "H", "H", "H", "H", "H", "H", "H"],
  "xyz": [[0.2097, -0.9351, -0.3433], [1.7204, 1.1146, -0.1808], [-1.3880, 0.7785, 1.3844], [1.4085, -0.2662, -0.0525], [0.1552, -2.4636, -0.3735], [-3.1464, 0.5242, -0.2750], [-1.0539, -0.5761, -0.4917], [-1.7477, 0.3210, 0.2039], [0.9353, 1.8612, -1.0042], [2.4154, -1.0471, 0.4674], [2.7025, 1.9020, 0.2337], [-2.0072, 1.3356, 2.0457], [-0.4223, 0.3770, 1.7758], [0.5445, -2.8748, -1.3152], [-0.9598, -2.7325, -0.3653], [0.6932, -2.7110, 0.4997], [-3.0608, 1.5878, -0.6355], [-3.4365, -0.1323, -1.0437], [-3.8765, 0.5986, 0.5264], [0.0560, 1.6761, -1.5086], [1.3090, 2.7467, -1.2820], [3.3577, -0.7021, 0.4730], [3.2263, 1.6219, 1.0324], [2.3655, -2.0045, 0.2288]],
  "atomic_forces_ev_per_a": [[-0.45, -0.31, 0.06], [-3.20, 0.47, -1.99], [1.41, -1.32, -0.82], [0.29, 1.03, 0.45], [-1.46, 0.78, -1.53], [1.02, 3.52, 0.36], [-1.54, 0.99, -1.06], [0.16, -0.12, 2.22], [-0.68, 0.47, -0.10], [1.34, -0.39, 1.25], [1.26, -1.18, 1.28], [-0.73, 0.29, -0.08], [-0.81, 0.76, -0.50], [0.43, -0.04, 0.48], [1.96, 0.16, 0.38], [0.36, -1.35, 0.95], [-0.61, -1.04, -0.26], [0.09, -0.89, -0.76], [0.32, -0.53, 0.28], [1.06, -0.94, 0.73], [0.22, 0.50, 0.31], [0.12, 0.01, -0.38], [-0.84, -0.09, -1.11], [0.28, -0.76, -0.13]],
  "lowdin_charge": [-0.26, -0.31, 0.11, -0.24, 0.00, 0.03, 0.05, -0.22, 0.19, 0.09, 0.14, 0.09, 0.12, 0.10, 0.12, 0.06, 0.12, 0.08, 0.10, 0.14, 0.12, 0.10, 0.17, 0.07],
  "e_lumo_ev": [-4.3, -4.3],
  "homo_lumo_gap_ev": [6.71, 6.71],
  "total_charge": 1,
  "smiles": "C=[N+](C)/N=C(C)\\C(N)=C(/N)O"
}

Which strongest force on any atom belongs to each record? In order, 5.64; 0.83; 3.79 eV Å⁻¹.
Which energy above the lowest of the compared OMol25 structures with the same formula, charge and spin belongs to each record? In order, 635.0; 102.0; 380.5 kJ/mol.